13
Properties=species:S:1:pos:R:3 method="wB97M-V/def2-TZVPD" e_tot_ha=-249.32274 relative_energy_ev=4.095 homo_ev=-7.82 max_force_ev_per_a=4.00 total_charge=0
C 1.14533 0.68346 -0.49895
C 0.01520 1.14775 0.40566
C -1.27304 -0.91705 -0.51947
C -1.19246 0.09314 0.34713
C 3.02474 -0.57503 0.32998
N 2.08862 -0.05798 -0.17724
H 1.17795 0.85002 -1.50274
H 0.42425 1.17139 1.37133
H -0.33641 2.18490 0.17401
H -0.58449 -1.12439 -1.21304
H -2.10192 -1.63490 -0.48226
H -2.14042 0.39228 0.77394
H 3.08026 -1.68574 0.43604